--- A ---
Formula: C3H10NOS
Source: OMol25
Level of theory: ωB97M-V/def2-TZVPD

Values from the calculation:
Molecular weight ... 108.2 g mol⁻¹
E_HOMO ... -2.71 eV
E_LUMO ... 3.7 eV

ORCA input file:
```
! RIJCOSX wB97M-V def2-TZVPD def2/J DEFGRID3
* xyz -1 1
C -2.02 -1.53 0.54
N -1.88 -0.10 -0.05
C -0.48 0.16 -0.13
C 0.03 1.68 -0.11
S 1.90 1.74 0.20
H -1.17 -2.07 0.14
H -3.00 -1.95 0.60
H -1.79 -1.34 1.65
H -2.25 0.54 0.58
H 0.04 -0.30 0.73
H 0.12 -0.26 -0.98
H -0.44 2.25 0.72
H -0.22 2.33 -0.96
H 4.45 -0.33 -1.21
H 3.10 -0.08 -0.59
O 3.61 -0.74 -1.15
*
```

--- B ---
Formula: C3H10NOS
Source: OMol25
Level of theory: ωB97M-V/def2-TZVPD

Values from the calculation:
Molecular weight ... 108.2 g mol⁻¹
E_HOMO ... -2.75 eV
E_LUMO ... 3.4 eV

ORCA input file:
```
! RIJCOSX wB97M-V def2-TZVPD def2/J DEFGRID3
* xyz -1 1
C 1.71 1.55 0.34
S 2.62 0.37 -0.85
C 1.17 -0.64 -1.40
H 0.85 1.04 0.65
H 1.42 2.37 -0.41
H 2.53 1.84 0.96
H 1.53 -1.71 -1.49
H 0.57 -0.62 -0.44
H 0.66 -0.21 -2.25
N -2.65 -0.83 0.23
C -1.60 -0.45 1.20
O -0.46 -1.14 1.01
H -2.91 -0.08 -0.44
H -2.16 -1.44 -0.48
H -1.42 0.60 1.08
H -1.88 -0.65 2.31
*
```

--- C ---
Formula: C3H10NOS
Source: OMol25
Level of theory: ωB97M-V/def2-TZVPD

Values from the calculation:
Molecular weight ... 108.2 g mol⁻¹
E_HOMO ... -2.31 eV
E_LUMO ... 3.8 eV

ORCA input file:
```
! RIJCOSX wB97M-V def2-TZVPD def2/J DEFGRID3
* xyz -1 1
C 0.59 3.48 0.37
S 0.28 1.70 0.17
H 0.02 4.06 -0.37
H 0.28 3.80 1.38
H 1.65 3.71 0.28
C -0.09 -1.48 1.29
N -0.47 -2.05 0.00
C -0.27 -1.17 -1.15
O -0.49 -1.95 -2.32
H 0.96 -1.19 1.23
H -0.23 -2.23 2.07
H -0.64 -0.57 1.57
H -1.45 -2.30 0.01
H -0.94 -0.31 -1.19
H 0.74 -0.75 -1.12
H 0.05 -2.73 -2.23
*
```

Energies relative to the most stable structure, in eV: A 0.251; B 1.285; C 0.000.

--- A ---
Formula: C24H22MoOS6Si
Source: OMol25
Level of theory: ωB97M-V/def2-TZVPD

Values from the calculation:
Molecular weight ... 642.9 g mol⁻¹
E_HOMO ... -0.90 eV
E_LUMO ... 4.5 eV

ORCA input file:
```
! RIJCOSX wB97M-V def2-TZVPD def2/J DEFGRID3
* xyz -2 1
Mo 0.60 -0.32 0.03
C -0.36 -0.31 2.22
C 0.49 0.80 2.08
C 1.81 0.32 1.82
C 1.76 -1.11 1.78
C 0.40 -1.49 2.02
H -1.43 -0.23 2.32
H 0.16 1.82 2.10
H 2.68 0.93 1.64
H 2.60 -1.77 1.62
H 0.02 -2.50 2.07
O -4.03 3.31 -3.54
C -3.63 2.67 -2.58
S -2.75 1.15 -2.69
C -2.54 0.86 -0.97
C -3.06 1.77 -0.10
S -3.07 1.82 1.62
S -3.86 3.14 -0.90
S -1.70 -0.65 -0.61
C 4.13 1.37 -2.72
C 2.83 1.20 -1.96
S 2.51 -0.40 -1.32
C 1.92 2.17 -1.79
C 2.08 3.57 -2.30
S 0.41 1.83 -0.98
H 4.61 0.40 -2.87
H 4.84 2.01 -2.18
H 3.97 1.81 -3.71
H 2.96 3.68 -2.94
H 2.17 4.28 -1.48
H 1.20 3.87 -2.87
C -0.29 -3.34 -5.42
C -0.26 -2.06 -4.90
C 0.02 -1.85 -3.55
C 0.29 -2.92 -2.70
C 0.25 -4.21 -3.24
C -0.03 -4.42 -4.59
Si 0.70 -2.68 -0.85
C -0.35 -4.05 -0.01
C -1.73 -4.14 -0.18
C -2.48 -5.11 0.47
C -1.86 -6.03 1.30
C -0.48 -5.97 1.48
C 0.26 -4.99 0.82
H -0.52 -3.50 -6.47
H -0.48 -1.21 -5.53
H 0.03 -0.84 -3.16
H 0.43 -5.07 -2.60
H -0.06 -5.43 -4.98
H 2.06 -3.31 -0.70
H -2.24 -3.41 -0.81
H -3.55 -5.14 0.33
H -2.44 -6.79 1.81
H 0.01 -6.69 2.12
H 1.33 -4.96 0.97
*
```

--- B ---
Formula: C24H22MoOS6Si
Source: OMol25
Level of theory: ωB97M-V/def2-TZVPD

Values from the calculation:
Molecular weight ... 642.9 g mol⁻¹
E_HOMO ... -0.41 eV
E_LUMO ... 4.7 eV

ORCA input file:
```
! RIJCOSX wB97M-V def2-TZVPD def2/J DEFGRID3
* xyz -2 1
Mo -1.49 0.96 0.57
C -3.58 0.23 -0.27
C -2.91 -0.89 0.28
C -2.72 -0.64 1.67
C -3.25 0.64 1.97
C -3.76 1.20 0.76
H -3.84 0.34 -1.31
H -2.70 -1.80 -0.26
H -2.21 -1.28 2.37
H -3.20 1.14 2.92
H -4.20 2.18 0.64
O -0.03 4.36 6.61
C -0.24 3.82 5.54
S -1.15 4.55 4.22
C -1.05 3.20 3.08
C -0.38 2.12 3.51
S -0.11 0.65 2.58
S 0.30 2.19 5.13
S -1.80 3.42 1.52
C 2.19 2.67 -2.19
C 0.81 2.30 -1.70
S 0.72 1.95 0.01
C -0.28 2.29 -2.48
C -0.27 2.66 -3.94
S -1.86 1.89 -1.83
H 2.94 2.20 -1.55
H 2.35 3.75 -2.17
H 2.37 2.32 -3.21
H 0.69 2.45 -4.41
H -0.47 3.73 -4.08
H -1.04 2.11 -4.48
C 4.26 -0.77 -1.96
C 3.25 -0.79 -2.90
C 1.92 -0.83 -2.50
C 1.57 -0.86 -1.15
C 2.60 -0.83 -0.21
C 3.93 -0.80 -0.61
Si -0.27 -0.95 -0.62
C -0.28 -2.67 0.25
C -0.66 -3.83 -0.43
C -0.67 -5.08 0.18
C -0.29 -5.20 1.51
C 0.08 -4.06 2.21
C 0.08 -2.82 1.59
H 5.30 -0.73 -2.27
H 3.49 -0.75 -3.96
H 1.13 -0.84 -3.24
H 2.37 -0.80 0.85
H 4.72 -0.77 0.14
H -0.90 -1.34 -1.93
H -0.95 -3.76 -1.48
H -0.96 -5.96 -0.38
H -0.29 -6.17 2.00
H 0.37 -4.14 3.26
H 0.36 -1.94 2.17
*
```

Energies relative to the most stable structure, in eV: A 0.000; B 0.385.